# C40H77AlF3IN5O6

A structure of composition C40H77AlF3IN5O6 at a distorted geometry (ωB97M-V with the def2-TZVPD basis set, the OMol25 dataset).

The geometry in XYZ format:
```
133
Properties=species:S:1:pos:R:3:forces:R:3:mulliken_spin:R:1
I -1.530 0.656 4.047 0.1172 -0.2237 -0.4892 0.000
Al -0.884 -0.492 1.746 1.2135 1.6352 -0.0423 0.000
F -0.708 -3.621 3.674 -3.2195 2.1421 -1.7132 0.000
F 2.541 -0.167 3.888 -1.6017 -2.2736 -1.0197 0.000
F 0.227 -3.556 0.610 -4.2899 1.3900 0.5918 0.000
O 3.324 2.665 1.433 -0.6003 2.8268 -2.4305 0.670
O -2.950 -2.549 3.859 8.3887 -2.5985 -4.4272 0.000
O -2.109 -3.690 -0.148 7.3239 3.2672 5.6939 0.000
O -0.300 -9.017 -6.154 -3.6578 -0.8615 0.2718 0.650
O -7.323 -4.316 -2.293 -0.1804 -0.7651 3.6789 0.643
O 4.837 9.207 2.520 2.2658 2.9561 0.5788 0.637
N -1.755 -2.207 1.762 2.6008 -4.4338 1.3668 0.000
N -7.239 -4.722 -0.947 0.6906 -0.1526 -5.0326 0.270
N 3.205 3.815 0.628 1.5287 -2.9282 3.6781 0.263
N -1.645 -9.318 -5.862 4.8789 0.9767 0.7826 0.270
N 5.543 10.389 2.819 -3.8421 -3.2092 -0.3054 0.289
C -0.826 -11.722 -6.026 0.3987 0.7033 -0.0255 -0.004
C -1.868 -9.577 -2.915 -0.1014 0.0109 -0.0585 -0.023
C 4.937 11.490 1.994 0.2403 1.3882 -1.4092 0.033
C -1.173 -10.647 -3.752 0.1257 0.2288 0.0433 0.022
C 4.152 11.098 4.833 -0.1811 -0.0602 -0.3227 0.014
C -5.070 -3.369 -1.033 -0.5369 -0.1906 -0.4472 -0.008
C -9.337 -6.039 -1.529 0.4997 0.4187 -0.4560 -0.005
C -7.933 -6.052 -0.838 -1.4390 -0.9931 0.7836 0.024
C 5.519 4.778 1.094 -0.2406 -0.0797 0.2971 0.017
C -8.279 -6.381 0.640 0.1744 0.0251 0.1979 0.013
C 5.286 2.828 -0.487 -0.5108 -0.2122 0.6323 -0.004
C -1.668 -10.677 -5.220 -0.6230 -1.8683 -0.0542 0.025
C 2.573 4.887 1.472 -1.5480 1.2540 0.3319 0.024
C 5.831 9.234 5.083 -0.3821 -0.1800 -0.7374 -0.011
C 2.005 6.031 0.588 0.1558 0.0972 -0.2252 0.015
C 6.664 11.502 4.746 0.0325 0.2861 -0.0327 0.011
C -1.807 -6.774 -5.644 0.5944 -0.5461 -0.1593 -0.010
C 4.426 4.998 -1.195 -0.0644 0.2838 -0.0333 0.013
C 5.511 10.560 4.311 1.0631 0.1003 1.7324 0.024
C -4.977 -5.887 -1.098 -0.2514 -0.1392 -0.1742 0.034
C -5.661 -7.233 -0.883 -0.0355 0.0845 0.1087 -0.021
C 1.303 4.368 2.226 0.5719 -0.6401 -0.0105 -0.022
C 4.568 4.107 0.067 1.1133 0.1502 -1.5767 0.021
C 3.611 12.281 4.037 0.1126 0.0387 0.0103 -0.015
C 4.879 5.929 1.864 -0.0455 0.0315 -0.1480 -0.012
C 1.722 -1.214 3.188 -0.1638 0.0958 -1.5799 0.000
C -5.788 -4.679 -0.558 1.4989 0.9759 1.2343 0.015
C 4.772 11.077 0.493 -0.1724 -0.6566 0.4523 -0.007
C 3.568 11.959 2.547 -0.0943 -0.1909 0.1666 0.015
C -3.740 -8.175 -5.142 -0.1896 -0.1636 0.1236 0.024
C 5.890 12.714 1.911 0.1306 0.0833 0.2151 0.009
C -7.087 -7.211 -1.423 0.1908 0.0782 -0.1361 0.028
C -3.097 -11.286 -5.254 -0.2132 0.1481 0.0579 0.013
C -2.191 -8.175 -5.054 -1.3762 1.5498 0.1371 0.016
C 3.563 5.493 2.499 0.2359 -0.1721 0.0048 0.013
C -1.737 -8.206 -3.570 0.2519 -0.2515 -0.0503 0.023
C -1.835 -2.819 3.144 -5.7924 2.1080 2.4470 0.000
C 1.177 -0.575 1.745 1.1428 0.5000 1.0565 0.015
C -5.670 -4.599 0.986 0.0000 -0.1946 0.1766 0.022
C -1.206 -3.161 0.725 -4.9748 -2.8033 -3.7909 0.000
H -2.310 -7.476 -2.985 -0.0012 -0.0009 -0.3335 0.002
H -6.351 -3.845 1.396 0.0600 -0.1471 -0.1407 -0.013
H 5.042 8.481 4.978 0.1750 0.1959 -0.2183 0.001
H -9.875 -6.978 -1.348 0.3495 0.0955 0.2033 0.000
H 4.223 13.171 4.222 -0.0125 -0.0445 -0.0488 0.000
H 5.360 5.021 -1.770 -0.0823 -0.1987 0.2536 0.000
H -7.423 -6.669 1.245 0.0451 0.1718 -0.0596 0.001
H 1.369 6.701 1.180 0.1193 -0.3572 0.0664 0.000
H -9.276 -5.930 -2.619 0.1603 0.1540 0.2872 -0.001
H 6.215 3.093 -1.005 -0.2772 0.3071 0.1211 0.000
H 5.862 4.033 1.824 -0.1853 -0.0936 -0.1841 0.005
H 0.584 3.929 1.525 0.1826 0.0050 0.0754 0.004
H 6.475 12.554 4.543 0.0039 -0.0331 -0.1365 0.001
H 6.775 8.795 4.739 -0.1765 0.0990 -0.0381 0.001
H 2.604 12.529 4.389 0.1001 -0.0226 -0.0278 0.002
H 0.792 5.186 2.748 0.3129 0.0677 -0.2735 0.000
H 4.241 11.388 5.888 0.2418 -0.1732 -0.1597 0.000
H 5.946 13.299 2.827 0.0450 -0.1414 0.0591 0.001
H -9.959 -5.226 -1.139 0.1835 -0.0563 -0.0467 0.000
H 0.801 -1.559 3.840 2.2384 1.0841 -0.7952 0.000
H 3.106 6.359 3.000 -0.1380 -0.2221 -0.2412 0.003
H -2.086 -6.702 -6.702 0.0643 -0.1123 0.1566 0.000
H -3.531 -11.220 -6.257 0.0903 0.0738 0.1244 -0.008
H -0.686 -7.895 -3.497 -0.1217 -0.0171 -0.2301 0.001
H 3.779 4.767 3.294 -0.1391 -0.0971 -0.2359 0.001
H -0.089 -10.470 -3.719 -0.1448 0.0491 -0.2301 0.003
H 5.930 9.421 6.160 -0.0305 0.3137 -0.3029 0.000
H -4.054 -3.307 -0.623 -0.5663 -0.2811 0.0655 0.000
H -3.792 -10.835 -4.549 0.0483 0.1318 -0.0879 0.002
H 3.400 10.298 4.802 0.2437 -0.0465 -0.0981 0.004
H -1.331 -11.627 -3.277 -0.0394 0.0899 -0.3600 0.000
H 0.249 -11.508 -6.010 -0.3108 0.1877 -0.0410 0.000
H -5.656 -7.493 0.182 -0.0420 0.0257 -0.0535 0.001
H 5.725 10.736 0.074 -0.1159 0.0074 0.1571 0.001
H -8.778 -5.536 1.127 0.1379 -0.0577 -0.1076 -0.008
H -4.656 -4.312 1.291 -0.1699 0.0407 -0.3302 0.002
H 2.396 -2.144 2.953 -1.0364 1.8874 0.8095 0.000
H -1.151 -11.764 -7.071 0.0267 0.1106 0.1537 -0.001
H -8.961 -7.239 0.697 0.0675 0.2167 -0.2860 0.001
H -4.077 -8.301 -6.177 0.1324 -0.0519 0.1463 -0.014
H 4.649 2.298 -1.205 0.0183 0.1010 0.1858 0.000
H 4.207 6.042 -0.976 -0.1256 -0.0440 0.0649 0.002
H 4.432 11.924 -0.115 0.1278 0.0334 0.4055 0.000
H 7.608 11.220 4.265 -0.2117 0.0235 -0.0156 -0.008
H 1.578 0.549 1.750 -0.8891 -2.2945 -0.0634 -0.011
H -1.424 -9.548 -1.914 -0.0561 0.0093 -0.0985 0.002
H 1.647 -1.090 0.806 -0.6559 0.7925 1.8665 0.001
H -2.924 -9.827 -2.770 0.0465 -0.0209 -0.0334 0.002
H -0.941 -12.730 -5.607 -0.2398 0.3311 0.1197 0.000
H 6.830 11.449 5.829 -0.1907 -0.1988 -0.2147 0.000
H 2.764 6.681 0.158 0.0712 -0.1074 -0.0609 0.000
H -4.156 -7.225 -4.784 0.3233 -0.0977 -0.0673 0.003
H -5.857 -5.544 1.492 -0.1352 -0.0195 -0.0263 0.002
H 6.905 12.407 1.635 -0.1453 -0.0291 0.0874 -0.007
H -2.327 -5.968 -5.112 -0.0774 -0.4353 0.0559 0.000
H 3.648 4.613 -1.865 0.0576 0.0309 0.2068 -0.008
H 5.545 13.425 1.149 -0.0762 -0.3670 0.0578 0.000
H 1.390 5.633 -0.227 0.1288 -0.0263 0.1069 -0.008
H -5.613 -2.477 -0.697 -0.0373 -0.2031 -0.0680 -0.001
H -5.089 -8.019 -1.387 -0.0263 0.0295 0.0286 0.002
H 2.803 11.189 2.376 0.2689 -0.0566 -0.0242 0.003
H -0.737 -6.556 -5.554 -0.1956 -0.2653 -0.1032 0.000
H -3.984 -5.913 -0.632 -0.2185 0.3185 0.0231 0.001
H 1.537 3.618 2.991 0.0628 0.0516 -0.3560 0.000
H 3.223 12.850 2.001 0.2911 -0.2287 -0.0736 0.000
H -4.802 -5.765 -2.176 -0.1411 0.1849 0.0879 -0.004
H -7.046 -7.137 -2.519 -0.0815 0.2220 0.1342 0.003
H 5.570 2.126 0.305 -0.3117 0.1675 -0.0787 -0.001
H -4.961 -3.316 -2.122 -0.2793 -0.0824 0.1741 0.000
H 4.722 6.786 1.199 -0.0142 -0.0404 0.0877 -0.006
H 4.030 10.283 0.348 0.2684 0.0741 0.2287 0.000
H -7.564 -8.177 -1.206 -0.1523 0.3263 0.0539 0.000
H -4.217 -8.938 -4.529 0.0538 -0.0958 -0.0719 0.001
H -1.427 0.386 0.506 -0.1119 -0.3578 0.1801 0.000
H 6.422 5.145 0.589 -0.2000 -0.1810 -0.1650 0.000
H 5.566 6.274 2.643 -0.0688 0.0189 -0.0938 0.006
H -3.074 -12.348 -4.978 0.2710 0.2297 -0.1171 0.001
```
Forces are in eV/Å.

For the strongest force on any atom, the calculation gives 9.84 eV Å⁻¹. The total energy comes out at -85306.8042 eV. Its HOMO energy (spin up / spin down) is -5.711 / -5.711 eV. The value obtained for the frontier orbital gap (spin up / spin down) is 7.45 / 6.40 eV. As for the expectation value of S²: 6.02. The value obtained for the lowest unoccupied orbital energy (spin up / spin down) is 1.734 / 0.688 eV. As for the charge: -1. Its spin multiplicity is 5.